DFT (ωB97M-V with the def2-TZVPD basis set) results for a structure of composition C36H48N3O15 at a distorted geometry.

ORCA input file:
```
! RIJCOSX wB97M-V def2-TZVPD def2/J DEFGRID3
* xyz 1 1
C -1.846 2.695 81.216
C -1.226 3.944 81.957
O -0.149 4.349 81.612
N -2.223 4.539 83.004
H -2.302 5.535 82.838
H -3.020 4.241 82.932
C -1.615 4.391 84.331
H -2.311 1.834 81.822
H -0.896 2.395 80.795
H -2.431 2.886 80.328
H -2.059 5.013 85.114
H -0.611 4.565 84.177
H -1.664 3.280 84.752
C -6.930 4.682 80.653
C -7.799 5.333 81.760
O -8.999 5.581 81.717
N -7.026 5.699 83.103
H -7.163 4.781 83.708
H -6.084 6.000 82.914
C -7.610 6.734 83.868
H -5.995 4.733 80.925
H -7.134 5.205 79.797
H -7.216 3.661 80.527
H -7.359 7.813 83.555
H -7.103 6.776 84.666
H -8.703 6.731 83.798
N -5.700 2.413 83.311
O -6.922 2.797 83.325
O -4.780 3.147 83.442
O -5.536 1.312 82.765
C -5.191 0.825 79.095
C -4.131 0.106 78.235
C -3.541 1.199 77.282
O -2.992 -0.317 78.967
H -5.275 0.386 80.042
H -6.136 0.856 78.623
H -4.894 1.673 79.367
H -4.676 -0.755 77.502
H -2.593 0.916 76.679
H -3.124 1.914 77.869
H -4.235 1.602 76.344
H -2.720 -1.009 78.387
C -2.204 -0.879 83.048
C -2.136 -0.051 84.324
C -0.713 0.131 84.861
O -2.818 1.130 84.167
H -3.215 -0.823 82.566
H -1.986 -1.871 83.240
H -1.539 -0.577 82.116
H -2.543 -0.512 85.092
H -0.825 0.824 85.897
H -0.119 0.657 84.320
H -0.095 -0.727 85.267
H -3.776 0.869 83.789
C -7.518 -1.594 86.816
C -8.994 -1.500 86.608
C -9.417 -0.825 85.254
O -10.618 -0.712 85.038
C -8.388 -0.352 84.347
C -6.992 -0.664 84.584
C -6.522 -1.368 85.775
O -5.298 -1.585 85.949
H -7.107 -1.972 87.768
H -9.565 -1.706 87.335
H -8.800 0.164 83.490
H -6.230 -0.229 83.935
C -8.068 -1.007 81.644
C -8.701 0.194 81.219
C -10.065 0.132 80.561
O -10.570 1.011 79.860
C -10.881 -1.054 80.746
C -10.262 -2.326 81.253
C -8.865 -2.337 81.795
O -8.324 -3.357 82.273
H -7.187 -0.973 82.153
H -8.129 1.103 81.201
H -11.896 -1.211 80.550
H -10.870 -3.289 81.574
C -5.937 2.479 86.698
C -5.299 3.922 86.701
C -5.290 4.694 88.020
O -4.971 5.830 88.241
C -5.586 3.850 89.219
C -6.122 2.510 89.157
C -6.194 1.770 87.932
O -6.685 0.604 87.978
H -6.105 2.069 85.762
H -5.198 4.339 85.632
H -5.459 4.434 90.256
H -6.692 2.210 90.189
C -9.643 1.485 83.631
C -10.853 0.581 83.664
C -11.925 1.091 84.713
O -12.957 0.395 84.665
C -11.755 2.337 85.443
C -10.538 3.073 85.438
C -9.379 2.691 84.554
O -8.336 3.380 84.356
H -8.795 1.156 82.979
H -10.853 -0.436 83.114
H -12.623 2.667 85.921
H -10.326 3.860 86.067
*
```

Summary:
HOMO level: -0.36430 Eh
LUMO: -4.50 eV
relative energy (zero: lowest compared OMol25 entry of this formula, charge and spin): 0.0 kJ/mol

DFT (ωB97M-V with the def2-TZVPD basis set) results for a structure of composition C36H48N9OSSr at a distorted geometry.

ORCA input file:
```
! RIJCOSX wB97M-V def2-TZVPD def2/J DEFGRID3
* xyz 1 1
Sr -0.090 2.068 -1.092
C -0.208 4.202 3.331
C 0.071 3.558 1.982
N -0.740 2.911 1.244
C -2.181 3.057 1.445
C -2.961 1.948 0.606
N -2.191 0.826 0.037
C -2.759 0.000 -0.956
C -1.787 -1.080 -1.498
N -0.402 -0.890 -1.193
C 0.697 -1.389 -1.978
C 2.037 -0.990 -1.364
N 2.021 0.431 -0.993
C 3.085 1.074 -0.636
C 4.461 0.649 -0.906
C 2.998 2.268 0.264
C 4.075 3.015 0.716
C 3.858 3.926 1.749
C 2.601 4.069 2.314
C 1.530 3.438 1.623
N 1.716 2.621 0.542
H -1.259 4.458 3.323
H 0.466 5.097 3.505
H 0.021 3.530 4.164
H -2.681 3.932 1.021
H -2.482 2.989 2.463
H -3.518 2.410 -0.186
H -3.729 1.544 1.332
H -1.628 0.324 0.760
H -2.944 0.551 -1.872
H -3.675 -0.551 -0.626
H -1.992 -1.108 -2.603
H -2.088 -2.140 -1.200
H -0.202 -1.073 -0.239
H 0.562 -0.919 -2.951
H 0.644 -2.458 -2.005
H 2.813 -1.281 -2.087
H 2.078 -1.631 -0.478
H 4.546 -0.144 -1.736
H 4.944 0.198 -0.011
H 5.017 1.542 -1.282
H 5.045 2.918 0.257
H 4.662 4.556 2.115
H 2.408 4.612 3.258
C 3.339 6.354 -3.359
N 1.947 5.716 -3.201
C 0.910 5.898 -4.121
C -0.093 5.054 -3.739
N 0.359 4.279 -2.688
C 1.607 4.662 -2.398
H 3.738 6.309 -2.345
H 3.205 7.458 -3.620
H 4.036 5.825 -4.077
H 0.984 6.667 -4.917
H -1.027 4.825 -4.233
H 2.169 4.238 -1.600
C 2.156 -5.471 4.776
C 1.557 -4.013 4.806
C 0.029 -3.967 4.483
N -0.205 -4.348 3.097
C -0.068 -3.552 2.075
S 0.462 -1.941 2.232
N -0.229 -4.077 0.751
C -1.487 -4.768 0.434
O -2.385 -4.284 -0.235
C -1.514 -6.171 0.902
C -0.415 -6.916 1.233
C -0.516 -8.148 1.872
C -1.798 -8.694 2.181
C -2.910 -8.017 1.763
C -2.800 -6.785 1.039
H 3.169 -5.588 5.173
H 2.074 -5.870 3.724
H 1.616 -6.187 5.406
H 2.124 -3.371 4.147
H 1.647 -3.533 5.802
H -0.364 -2.989 4.526
H -0.485 -4.718 5.122
H -0.175 -5.314 2.822
H -0.188 -3.339 0.030
H 0.550 -6.476 1.035
H 0.372 -8.679 2.093
H -1.796 -9.532 2.832
H -3.941 -8.242 2.008
H -3.720 -6.280 0.633
C -3.811 3.362 -5.092
C -3.246 2.112 -5.373
C -2.354 1.561 -4.371
C -2.094 2.173 -3.125
C -2.841 3.285 -2.816
C -3.755 3.804 -3.752
H -4.245 4.013 -5.814
H -3.463 1.547 -6.250
H -1.858 0.656 -4.740
H -2.780 3.762 -1.844
H -4.326 4.640 -3.449
*
```

Summary:
HOMO level: -0.29808 Eh
LUMO: -3.45 eV
relative energy (zero: lowest compared OMol25 entry of this formula, charge and spin): 252.7 kJ/mol

DFT (ωB97M-V with the def2-TZVPD basis set) results for a cluster of 3 separate species, C36H49BF4O14P2Si in total at a distorted geometry.

ORCA input file:
```
! RIJCOSX wB97M-V def2-TZVPD def2/J DEFGRID3
* xyz 0 1
C 7.197 0.796 0.425
C 6.611 0.433 -0.713
C 5.755 0.396 -2.099
C 4.692 -0.828 -2.070
C 4.927 -2.255 -2.718
C 3.780 -3.377 -2.611
B 4.130 -4.793 -3.369
O 5.506 -5.116 -3.799
O 3.113 -5.773 -3.695
C 2.177 -5.235 -4.707
C 2.419 -3.139 -1.838
C 1.276 -4.233 -1.674
C 0.262 -5.063 -1.458
C 2.180 -1.719 -1.192
C 3.308 -0.583 -1.338
C 2.911 0.854 -0.668
O 3.749 1.549 -0.001
C 1.353 1.286 -0.901
C 0.959 2.790 -1.280
C 2.053 3.971 -1.493
O 2.268 4.211 -2.925
C 3.231 5.239 -3.151
F 4.553 4.947 -2.674
F 2.782 6.457 -2.531
F 3.378 5.529 -4.572
C -0.607 3.086 -1.488
C -1.072 4.595 -1.923
C -1.426 4.520 -3.516
C -0.736 5.684 -4.398
F -0.980 3.234 -4.096
C -1.711 1.935 -1.316
C -1.326 0.423 -0.937
C -2.425 -0.759 -0.767
C -3.577 -0.752 -1.897
O -4.489 0.380 -1.837
Si -5.980 0.002 -1.020
C -7.233 -0.843 -2.253
C -6.659 1.696 -0.346
C -5.765 -1.296 0.418
C 0.227 0.151 -0.745
C 0.797 -1.342 -0.405
O 0.244 -2.143 0.421
H 7.950 1.047 1.273
H 6.449 0.383 -3.027
H 5.117 1.369 -2.201
H 5.925 -2.440 -3.290
H 5.606 -4.631 -4.669
H 1.115 -5.516 -4.317
H 2.194 -4.080 -4.764
H 2.386 -5.627 -5.767
H -0.606 -5.796 -1.272
H 1.634 4.896 -0.927
H 3.077 3.741 -1.024
H -2.009 4.952 -1.361
H -0.247 5.378 -1.751
H -2.559 4.571 -3.711
H 0.259 6.020 -3.929
H -0.459 5.197 -5.424
H -1.458 6.561 -4.638
H -2.808 2.236 -1.486
H -2.854 -0.647 0.309
H -1.948 -1.824 -0.791
H -3.054 -0.766 -2.939
H -4.147 -1.772 -1.839
H -6.700 -1.838 -2.563
H -8.197 -1.192 -1.695
H -7.466 -0.173 -3.168
H -7.506 1.567 0.420
H -6.962 2.313 -1.284
H -5.758 2.276 0.123
H -6.708 -1.222 1.104
H -4.846 -1.083 1.076
H -5.729 -2.376 -0.029
C 9.065 4.943 3.821
O 8.123 5.335 4.812
P 6.635 4.475 4.925
O 6.391 5.004 6.331
O 7.435 3.037 4.980
C 8.203 2.707 6.127
O 5.139 3.621 4.949
C 4.728 3.133 3.676
H 9.436 5.839 3.319
H 9.904 4.439 4.306
H 8.623 4.275 3.078
H 8.353 3.560 6.791
H 9.178 2.351 5.792
H 7.700 1.905 6.671
H 5.469 2.438 3.275
H 4.592 3.969 2.986
H 3.776 2.611 3.792
C -7.778 -7.088 2.224
O -7.419 -5.742 1.935
P -7.578 -4.559 3.176
O -6.649 -3.605 2.440
O -6.725 -5.502 4.221
C -5.337 -5.709 4.005
O -7.810 -3.411 4.441
C -8.882 -3.726 5.323
H -8.384 -7.472 1.400
H -6.869 -7.690 2.301
H -8.345 -7.170 3.153
H -5.012 -5.375 3.018
H -5.136 -6.778 4.094
H -4.776 -5.177 4.774
H -8.705 -4.687 5.813
H -9.821 -3.762 4.766
H -8.950 -2.947 6.083
*
```

Summary:
HOMO level: -0.32729 Eh
SMILES: C#CCc1cc(B(O)OC)c(C#C)c2c1C(=O)c1c(COC(F)(F)F)c(C[C@@H](C)F)cc(CCO[Si](C)(C)C)c1C2=O.COP(=O)(OC)OC.COP(=O)(OC)OC
LUMO: -2.77 eV

DFT (ωB97M-V with the def2-TZVPD basis set) results for a structure of composition C36H49BN9O5RhS3.

ORCA input file:
```
! RIJCOSX wB97M-V def2-TZVPD def2/J DEFGRID3
* xyz 2 5
Rh -0.416 0.349 0.062
C 0.941 -4.401 -1.374
C 1.066 -3.748 -0.039
C 1.161 -4.429 1.141
C 1.237 -3.744 2.380
N 1.293 -2.436 2.427
N 1.223 -1.773 1.275
B 1.282 -0.237 1.259
N 2.626 0.241 0.579
N 3.663 -0.551 0.732
C 4.814 -0.202 0.183
C 4.958 1.055 -0.429
C 3.881 1.899 -0.570
C 3.972 3.224 -1.249
C 2.652 1.405 -0.084
S 1.147 2.190 -0.429
C 5.901 -1.264 0.211
C 6.162 -1.702 1.655
C 5.375 -2.458 -0.604
C 7.201 -0.761 -0.416
N 1.303 0.442 2.667
N 2.305 0.008 3.430
C 2.495 0.564 4.602
C 1.636 1.586 5.065
C 0.663 2.100 4.256
C -0.198 3.254 4.660
C 0.542 1.500 2.975
S -0.534 2.159 1.792
C 3.658 0.095 5.455
C 3.086 -0.612 6.692
C 4.479 1.321 5.890
C 4.565 -0.854 4.672
C 1.046 -2.339 0.082
S 0.773 -1.258 -1.244
C 1.218 -4.515 3.686
C 2.338 -5.566 3.675
C -0.149 -5.209 3.795
C 1.406 -3.590 4.884
H 0.784 -5.472 -1.267
H 1.847 -4.242 -1.962
H 0.110 -3.975 -1.937
H 1.135 -5.511 1.139
H 5.921 1.357 -0.817
H 4.999 3.440 -1.535
H 3.614 4.020 -0.594
H 3.351 3.241 -2.146
H 5.244 -2.039 2.137
H 6.592 -0.888 2.244
H 6.876 -2.527 1.659
H 4.458 -2.858 -0.166
H 6.126 -3.249 -0.608
H 5.176 -2.179 -1.641
H 7.621 0.086 0.131
H 7.074 -0.480 -1.463
H 7.940 -1.561 -0.388
H 1.782 1.988 6.059
H -0.164 3.392 5.739
H -1.235 3.115 4.356
H 0.156 4.172 4.186
H 2.440 0.043 7.280
H 3.907 -0.925 7.338
H 2.517 -1.498 6.410
H 3.939 1.964 6.586
H 4.790 1.917 5.030
H 5.380 0.983 6.403
H 3.999 -1.644 4.179
H 5.283 -1.310 5.354
H 5.123 -0.313 3.905
H 2.175 -6.340 2.925
H 2.375 -6.063 4.645
H 3.313 -5.107 3.496
H -0.338 -5.880 2.955
H -0.959 -4.477 3.838
H -0.184 -5.809 4.706
H 2.406 -3.156 4.895
H 1.276 -4.166 5.801
H 0.679 -2.776 4.886
C -4.850 -1.726 1.960
N -3.465 -1.751 1.511
C -2.506 -0.971 2.011
N -2.783 -0.202 3.079
O -1.351 -0.993 1.490
H -5.417 -2.432 1.361
H -5.300 -0.737 1.840
H -4.922 -2.044 3.001
H -3.273 -2.039 0.558
H -3.692 -0.176 3.504
H -2.030 0.298 3.514
O -2.634 -0.877 -1.105
C -2.981 0.298 -1.019
O -2.149 1.233 -0.635
C -4.373 0.737 -1.300
C -4.902 1.883 -0.716
C -6.221 2.240 -0.951
C -7.015 1.463 -1.782
C -6.460 0.333 -2.359
C -5.156 -0.053 -2.133
N -7.300 -0.505 -3.248
O -6.757 -1.431 -3.810
O -8.469 -0.208 -3.343
H -4.268 2.497 -0.090
H -6.632 3.131 -0.496
H -8.044 1.716 -1.990
H -4.760 -0.945 -2.595
*
```

Summary:
HOMO level (alpha / beta): -0.48302 / -0.50213 Eh
<S²>: 6.0354
LUMO (alpha / beta): -6.27 / -8.63 eV
relative energy (zero: lowest compared OMol25 entry of this formula, charge and spin): 23.3 kJ/mol

Sequential DFT total energy output: -2692.163252 -2397.284202 -3850.272879 -3599.663639 hartree
Sequential M output: 762.786 742.529 882.612 897.765 u